C42H40Cl2GeN9O5SZr | the ωB97M-V functional and the def2-TZVPD basis

Each line ends with the Mulliken charge.
Cartesian coordinates (Å):
Zr1 0.830302 -1.418385 -1.656184  -0.61
N1 3.289084 1.102787 1.350279  -0.20
C1 3.020448 0.231633 0.363524  0.64
S1 2.729870 -1.400541 0.761918  -0.54
N2 3.117658 0.702865 -0.871067  -2.04
N3 2.605557 -0.028863 -1.866098  1.73
C2 3.127079 0.141727 -3.035932  -1.22
C3 2.552992 -0.571518 -4.154108  1.21
C4 3.196997 -0.701429 -5.381343  -1.03
C5 2.561286 -1.393174 -6.396054  -0.42
C6 1.290906 -1.907521 -6.171334  -0.99
C7 0.720963 -1.744106 -4.921987  -0.20
N4 1.340122 -1.109542 -3.926526  0.79
H1 3.482854 0.735057 2.263252  0.25
H2 3.546325 2.050875 1.129631  0.24
H3 3.987403 0.789753 -3.162701  0.46
H4 4.182181 -0.277038 -5.517668  0.53
H5 3.046110 -1.521540 -7.354420  0.46
H6 0.754864 -2.438007 -6.944461  0.48
H7 -0.259602 -2.140795 -4.693559  0.63
Cl1 -1.150784 -5.619813 -3.417739  -0.24
C8 0.541782 -5.431445 -3.146051  0.89
C9 1.406296 -6.505709 -3.386854  -0.45
C10 2.752747 -6.376319 -3.185108  0.70
Cl2 3.796395 -7.717068 -3.504842  -0.25
C11 3.292391 -5.154334 -2.722855  0.28
C12 4.662626 -4.913386 -2.502829  -1.10
C13 5.063034 -3.686092 -2.048583  -1.20
C14 4.105726 -2.693162 -1.804459  -0.38
N5 2.815952 -2.867302 -2.003140  1.04
C15 2.402025 -4.082086 -2.467830  0.16
C16 1.001171 -4.204121 -2.694536  -1.02
O1 0.230219 -3.171093 -2.481204  0.38
H8 0.993164 -7.439813 -3.741130  0.51
H9 5.380812 -5.697898 -2.697820  0.51
H10 6.105248 -3.469758 -1.863938  0.50
H11 4.426139 -1.736121 -1.417106  0.36
C17 -3.760083 -1.175165 -2.348885  -0.75
O2 -3.068202 0.058582 -2.602730  -0.53
C18 -1.762432 0.032754 -2.538933  0.48
O3 -1.087931 -1.009334 -2.555770  -0.21
N6 -1.221233 1.253912 -2.653317  -0.17
N7 0.172144 1.375987 -2.655540  -0.11
H12 -4.768929 -1.020446 -2.716352  0.36
H13 -3.767944 -1.356072 -1.275359  0.18
H14 -3.283884 -2.004289 -2.868048  0.30
H15 -1.811822 2.044102 -2.428777  0.25
H16 0.491901 1.841288 -1.812152  0.18
H17 0.445186 1.927284 -3.460165  0.32
N8 0.921137 -3.855960 0.689709  -0.41
C19 0.124218 -4.774775 1.255797  -0.45
C20 -1.172634 -4.423122 0.958413  -1.07
C21 -1.058636 -3.257169 0.196150  -0.66
N9 0.219688 -2.910849 0.051021  1.16
H18 1.921526 -3.779420 0.768458  0.06
H19 0.514641 -5.597157 1.830073  0.47
H20 -2.073670 -4.936860 1.241277  0.51
H21 -1.837986 -2.658425 -0.242976  0.47
O4 -1.876620 -0.263592 -0.030599  -0.53
C22 -0.754840 -0.111343 0.430996  0.83
O5 0.323043 -0.021249 -0.325090  -0.22
C23 -0.492055 -0.033183 1.917538  -1.39
C24 0.064631 1.329915 2.398819  -1.50
Ge1 -1.279476 2.714826 2.902115  2.14
C25 -0.327962 4.363385 3.402724  0.16
C26 1.058168 4.385613 3.535299  -0.40
C27 1.713566 5.530246 3.966619  -0.61
C28 0.984722 6.668757 4.275737  -0.47
C29 -0.396830 6.665305 4.140382  -0.71
C30 -1.045211 5.519788 3.705080  -0.28
C31 -2.219842 2.003620 4.473928  0.37
C32 -3.264706 2.721754 5.053855  -0.23
C33 -3.869874 2.282955 6.221318  -0.73
C34 -3.437069 1.113054 6.829107  -0.46
C35 -2.403910 0.382773 6.260874  -0.74
C36 -1.801312 0.828135 5.093056  -0.32
C37 -2.561293 3.239977 1.503367  0.13
C38 -2.208901 4.232689 0.591801  -0.50
C39 -3.116681 4.674436 -0.364698  -0.85
C40 -4.391850 4.124109 -0.411630  -0.46
C41 -4.749445 3.129279 0.485794  -0.74
C42 -3.839395 2.692113 1.436932  -0.14
H22 0.274770 -0.792702 2.094614  0.11
H23 -1.401010 -0.296813 2.457018  0.68
H24 0.758027 1.714404 1.651865  0.53
H25 0.649921 1.153769 3.303012  0.59
H26 1.629128 3.492796 3.301138  0.20
H27 2.791504 5.530778 4.068581  0.40
H28 1.493299 7.558661 4.623044  0.38
H29 -0.966646 7.553700 4.380550  0.41
H30 -2.124953 5.523457 3.596738  0.27
H31 -3.607669 3.638086 4.584651  0.26
H32 -4.676298 2.856515 6.660023  0.40
H33 -3.902118 0.772137 7.744821  0.39
H34 -2.060044 -0.530574 6.729362  0.41
H35 -0.990205 0.249043 4.665931  0.18
H36 -1.224644 4.687884 0.658868  0.44
H37 -2.848692 5.477819 -1.043235  0.43
H38 -5.106438 4.485092 -1.140285  0.42
H39 -5.748418 2.712092 0.458503  0.44
H40 -4.129789 1.928910 2.150405  0.42

Forces on atoms 1 to 6 (eV/Å):
1.38 -0.46 0.04
0.08 0.06 -0.04
0.35 -0.36 -0.28
-0.20 0.04 0.05
0.14 1.08 0.16
0.80 0.03 -0.31

Values from the calculation:
Molar mass in g/mol: 1017.6
Orbital gap in eV: 6.8
Energy relative to the best compared isomer or geometry (same formula, charge and spin) in kcal/mol: 29.1
Max |F| in eV Å⁻¹: 1.5
Net charge: +1
Calculated total energy in eV: -161529.17944